The following is a DFT calculation (ωB97M-V with the def2-TZVPD basis set) of a 2-piece molecular cluster, C5H14N2 overall at a distorted geometry.

Structure (ORCA input):
```
! RIJCOSX wB97M-V def2-TZVPD def2/J DEFGRID3
* xyz 0 1
N -1.05332 -1.22523 -1.39443
N 1.15775 0.51531 -1.03626
C -2.31153 -1.01465 -1.11072
C -0.56436 -0.93633 -0.02137
C 1.50492 2.51284 0.45771
C 0.91544 -0.38532 0.11517
C 0.65806 1.87617 -0.65508
H 1.13880 3.45940 0.87219
H 1.70707 -1.15503 0.07609
H 0.48999 0.08310 -1.71774
H 0.99285 0.07409 1.12380
H -2.87420 -1.97461 -0.96867
H -0.92426 -3.92216 2.41157
H 1.52624 1.90403 1.35783
H -2.92997 -0.16661 -0.74631
H -0.37956 1.86496 -0.25719
H 2.52719 2.57486 0.08735
H -1.15905 -0.53343 0.81619
H 0.68523 2.50715 -1.52641
H -0.50011 -2.03157 0.36975
H -0.60718 -4.02698 1.74652
*
```

For the energy, the calculation gives -8386.8343 eV. The LUMO energy comes out at -0.1 eV. As for the largest force on an atom: 4.58 eV Å⁻¹. The value obtained for the energy above the lowest of the compared OMol25 structures with the same formula, charge and spin is 5.785 eV. Its structure (SMILES) is C=NCCNCC.[H][H].

***

The following is a DFT calculation (ωB97M-V with the def2-TZVPD basis set) of C46H55ClMgN12O2P2 as an isolated structure at a distorted geometry.

Structure (ORCA input):
```
! RIJCOSX wB97M-V def2-TZVPD def2/J DEFGRID3
* xyz 0 1
Cl -1.61953 -2.51516 -2.40440
P -1.23339 0.04870 2.08800
P -0.58841 0.30421 -2.96911
Mg 1.45183 -0.87475 0.26259
O 3.86986 -0.12788 3.50425
O 4.35469 -3.04826 2.48946
N 5.73151 -3.07400 -2.44055
N 5.52685 -1.07544 -3.13290
N -0.33999 -0.31200 0.90796
N -1.07055 1.64195 2.57094
N 2.24233 -2.79870 -0.37648
N 5.34515 -3.23475 -3.72977
N 6.00269 -4.10958 -1.53549
N -1.00661 -0.88614 3.46810
N 2.74174 -1.43454 1.93165
N -2.92843 -0.06847 1.87644
N 5.87659 -1.78553 -2.07187
N 2.90845 0.66286 0.17356
C -1.62295 2.78806 -2.16097
C -2.81279 -1.41974 -2.99700
C 2.09345 -3.33436 -1.59968
C -4.87682 1.26853 1.44746
C -5.74767 0.05963 1.72504
C 0.98154 -0.86106 -4.91549
C 3.46065 -2.62398 1.77769
C -0.47782 0.87773 -5.72048
C 0.07325 -2.19140 5.88751
C 3.43529 -0.32528 2.38411
C -2.08845 2.44312 3.29812
C -1.80298 -0.80887 4.71588
C -0.62335 4.90577 -2.71511
C -5.05077 -1.07189 2.50481
C -2.37544 -0.09380 -3.21295
C 4.00570 2.63116 -0.69980
C -3.53416 0.82864 0.87896
C 3.44783 -4.70850 0.32209
C 3.52610 0.79647 1.37172
C 0.13503 3.82534 2.40736
C -5.04611 -0.90538 -3.74847
C 4.61963 2.82054 0.54989
C -1.64552 4.18688 -2.14559
C 0.07863 0.71425 -6.99995
C -4.16492 -1.81979 -3.17117
C -1.45191 3.36129 4.33130
C 3.20434 -5.35100 -0.88040
C 3.17040 1.50789 -0.83215
C 0.52149 4.25622 -3.21272
C 2.55439 -4.62103 -1.88794
C -0.25149 -2.16485 3.39915
C 5.19337 -1.90194 -4.10048
C -3.30395 0.77911 -3.78723
C -4.62365 0.41183 -3.99736
C 4.45413 1.85653 1.56931
C 1.05186 -0.24954 -7.29405
C 0.76600 -2.29482 4.49581
C -0.53998 4.42351 3.65754
C 0.03515 0.13433 -4.65354
C 3.01660 -3.39125 0.55557
C -3.69043 -1.35196 1.92358
C -0.91501 -0.95730 5.94179
C -0.59911 2.11083 -2.84235
C 1.52120 -1.03344 -6.19358
C 0.23086 2.29661 2.37339
C 0.49957 2.84591 -3.33404
H -6.07939 -1.12544 -3.87427
H -5.40603 1.95636 0.80200
H 0.16078 4.91350 4.39888
H 0.99477 1.92511 3.07894
H -1.56430 -1.11540 6.81797
H -4.41771 -2.84233 -2.87490
H -2.60785 3.07236 2.55987
H -2.48990 -1.61382 4.68973
H -0.98568 2.79287 5.14100
H 1.34186 -1.55889 -4.13691
H -1.24772 1.67586 -5.59391
H -2.83420 1.76693 3.73999
H -2.35240 0.11459 4.76980
H 4.17526 3.31848 -1.55392
H -3.13222 -2.07930 2.54343
H -4.99838 -0.86469 3.61601
H -4.67574 1.78202 2.40294
H -2.44475 2.18066 -1.76208
H -1.21273 5.25515 3.29285
H 1.38492 4.81453 -3.58783
H 4.94830 1.88819 2.51961
H 1.43444 -0.41941 -8.30796
H 1.26919 -3.26057 4.35599
H -2.27709 3.90220 4.78481
H 3.42978 -6.39347 -1.02451
H -2.90959 1.73202 0.65039
H -0.44733 4.11172 1.50779
H 5.67029 -5.01640 -1.82628
H -6.01753 -0.36314 0.72397
H 0.87019 -2.10805 6.68301
H -0.32169 1.40052 -7.76304
H 1.34463 2.34103 -3.85797
H -5.39047 1.09952 -4.35376
H 2.19321 -1.88003 -6.30634
H 0.15997 -2.33877 2.41176
H -6.73207 0.38104 2.16887
H 1.57205 -1.54039 4.42813
H 2.62023 1.31863 -1.73249
H 6.01547 -3.73763 -0.58249
H 5.19945 3.69269 0.72444
H -3.81216 -1.77484 0.91281
H -2.96601 1.79206 -4.00075
H -0.40140 -3.11324 6.16936
H 1.60257 -2.73889 -2.40417
H 2.27452 -4.98654 -2.84056
H 0.59613 2.08301 1.33750
H -3.69133 0.26504 -0.03202
H 4.92475 -1.54682 -5.07458
H -1.02826 -2.94999 3.55190
H -5.61661 -1.96100 2.45335
H -0.66181 5.98812 -2.73311
H 1.18562 4.17125 2.32185
H 4.02293 -5.09014 1.18784
H -0.34048 -0.02384 6.10072
H -2.42448 4.74601 -1.65155
*
```

For the energy, the calculation gives -107116.6089 eV. The LUMO energy comes out at -0.3 eV. As for the largest force on an atom: 2.70 eV Å⁻¹. The value obtained for the energy above the lowest of the compared OMol25 structures with the same formula, charge and spin is 0.844 eV.

***

The following is a DFT calculation (ωB97M-V with the def2-TZVPD basis set) of a 2-piece molecular cluster, C5H13NO overall at a distorted geometry.

Structure (ORCA input):
```
! RIJCOSX wB97M-V def2-TZVPD def2/J DEFGRID3
* xyz 0 1
O 1.83344 3.60608 -0.22467
N 0.91020 1.06016 1.56439
C 0.15907 0.76112 0.45354
C 0.04653 -0.51020 -0.13573
C 1.13008 -1.35555 -0.50111
C -1.27944 -0.99205 -0.93378
C -2.17459 -1.84635 0.04731
H -1.18760 -1.41674 -1.93899
H 2.09897 -1.01423 -0.20486
H -3.17968 -1.59938 -0.17130
H -1.93829 -1.69801 1.14697
H -2.07236 -2.98362 -0.03267
H 2.07217 4.43783 -0.29409
H 0.80142 1.94358 2.09382
H -0.38556 1.59207 0.06314
H 1.18210 -1.74256 -1.50173
H -1.78806 0.01037 -0.98337
H 0.95327 3.52371 -0.56553
H 1.20226 -2.16276 0.18911
H 1.61606 0.38648 1.92954
*
```

For the energy, the calculation gives -8930.5680 eV. The LUMO energy comes out at 0.7 eV. As for the largest force on an atom: 6.72 eV Å⁻¹. The value obtained for the energy above the lowest of the compared OMol25 structures with the same formula, charge and spin is 3.443 eV. Its structure (SMILES) is CC/C(C)=C/N.O.